Entry 1:
This record from OMol25 describes a structure of composition C23H16BrN6O3PtS2 in a non-equilibrium geometry. The level of theory is ωB97M-V/def2-TZVPD.

## Properties
LUMO energy (alpha / beta) (eV): -3.39 / -3.30
E (hartree): -4929.757709
Energy above the lowest of the compared OMol25 structures with the same formula, charge and spin (kJ/mol): 193.3
E_HOMO (alpha / beta) (eV): -9.70 / -9.72
Molecular weight (g mol⁻¹): 763.54
Net charge: +1

XYZ file:
```
52
C23H16BrN6O3PtS2 (ωB97M-V/def2-TZVPD)
Pt -1.3512 -1.9150 0.1920
Br 6.0571 4.8934 -3.0735
C 4.2859 4.7772 -2.4368
C 3.2378 4.6998 -3.3445
C 1.9419 4.6199 -2.8768
C 1.6871 4.5935 -1.5006
C 2.7569 4.7000 -0.5984
C 4.0518 4.7835 -1.0667
N 0.3739 4.4018 -1.1061
N 0.1362 4.3828 0.1455
C -0.6025 3.3715 0.6714
C -0.9022 3.4600 2.0034
C -1.6748 2.5962 2.8413
C -2.2169 1.4142 2.5873
O -2.6938 0.3793 2.4203
C -0.8196 0.9521 0.0052
N -1.2899 -0.0580 -0.7395
C -2.0211 0.2340 -1.8218
C -2.2726 1.5424 -2.1862
C -1.8162 2.5680 -1.3776
C -1.0784 2.2837 -0.2238
H 3.4416 4.7013 -4.4060
H 1.1099 4.5611 -3.5661
H 2.5527 4.7039 0.4626
H 4.8807 4.8519 -0.3762
H -0.5199 4.3484 2.4887
H -1.8707 2.9189 3.8585
H -2.3897 -0.6060 -2.3936
H -2.8400 1.7483 -3.0817
H -2.0335 3.5982 -1.6176
N 0.8133 -1.9873 0.6269
N 1.6872 -0.8862 0.7516
C 1.2947 0.4210 0.8113
O 2.0201 1.3538 0.6897
O -0.0605 0.4992 1.0506
H 0.8667 -2.5543 1.4695
H 1.1277 -2.5430 -0.1658
H 2.6792 -1.0651 0.7132
S -3.6664 -2.2913 0.1098
C -3.0593 -3.8299 0.5896
N -1.7553 -3.8340 0.7202
C -1.2357 -5.1032 0.9415
C 0.1008 -5.4746 1.0453
C 0.4049 -6.8084 1.2366
C -0.6046 -7.7677 1.3380
C -1.9359 -7.4083 1.2475
C -2.2427 -6.0698 1.0393
S -3.8207 -5.3492 0.8193
H 0.8869 -4.7358 0.9639
H 1.4391 -7.1153 1.3091
H -0.3419 -8.8064 1.4809
H -2.7182 -8.1504 1.3296
```

For each atom in turn, the natural (NBO) charge in e is:
1 Pt 0.691
2 Br 0.087
3 C -0.073
4 C -0.242
5 C -0.195
6 C 0.152
7 C -0.214
8 C -0.224
9 N -0.233
10 N -0.191
11 C 0.125
12 C -0.116
13 C -0.585
14 C 0.781
15 O -0.417
16 C 0.496
17 N -0.496
18 C 0.075
19 C -0.250
20 C -0.066
21 C -0.135
22 H 0.235
23 H 0.226
24 H 0.238
25 H 0.233
26 H 0.247
27 H 0.293
28 H 0.234
29 H 0.250
30 H 0.257
31 N -0.625
32 N -0.484
33 C 0.885
34 O -0.529
35 O -0.540
36 H 0.400
37 H 0.405
38 H 0.415
39 S 0.006
40 C -0.097
41 N -0.550
42 C 0.192
43 C -0.253
44 C -0.182
45 C -0.201
46 C -0.176
47 C -0.246
48 S 0.499
49 H 0.194
50 H 0.231
51 H 0.235
52 H 0.237

Entry 2:
This record from OMol25 describes an isolated molecule of C4H5NO. The level of theory is ωB97M-V/def2-TZVPD.

## Properties
LUMO energy (eV): 0.81
E (hartree): -285.338725
Energy above the lowest of the compared OMol25 structures with the same formula, charge and spin (kJ/mol): 199.2
E_HOMO (eV): -9.66
Molecular weight (g mol⁻¹): 83.09
SMILES: CC#CC(N)=O

XYZ file:
```
11
C4H5NO (ωB97M-V/def2-TZVPD)
C 1.5789 -0.9222 -1.3072
C 0.4241 -1.1073 -0.4373
C -0.4596 -0.6541 0.2566
C -0.9264 0.7105 0.5497
N -1.7272 0.8693 1.6260
O -0.5463 1.6168 -0.1667
H 1.3490 -1.0900 -2.3592
H 2.4966 -1.4480 -1.0279
H 1.7640 0.1695 -1.2371
H -2.0552 1.7853 1.8933
H -1.8978 0.0702 2.2098
```

For each atom in turn, the natural (NBO) charge in e is:
1 C -0.702
2 C 0.135
3 C -0.211
4 C 0.622
5 N -0.801
6 O -0.592
7 H 0.242
8 H 0.238
9 H 0.260
10 H 0.407
11 H 0.400

Entry 3:
This record from OMol25 describes an isolated molecule of C4H2O2. The level of theory is ωB97M-V/def2-TZVPD.

## Properties
LUMO energy (eV): 0.08
E (hartree): -303.943399
Energy above the lowest of the compared OMol25 structures with the same formula, charge and spin (kJ/mol): 174.4
E_HOMO (eV): -8.92
Molecular weight (g mol⁻¹): 82.06
SMILES: C#COC=C=O

XYZ file:
```
8
C4H2O2 (ωB97M-V/def2-TZVPD)
C 1.7857 -0.6183 -0.3601
C 0.6655 -0.9559 -0.0772
O -0.5797 -1.2140 0.2343
C -1.3361 -0.0294 0.2878
C -0.7323 1.1363 0.1204
O -0.1870 2.1558 -0.0210
H 2.7797 -0.3181 -0.5972
H -2.3958 -0.1564 0.4130
```

For each atom in turn, the natural (NBO) charge in e is:
1 C -0.348
2 C 0.280
3 O -0.443
4 C -0.222
5 C 0.653
6 O -0.412
7 H 0.248
8 H 0.245

Entry 4:
This record from OMol25 describes a structure of composition C5H11N. The level of theory is ωB97M-V/def2-TZVPD.

## Properties
LUMO energy (eV): 1.06
E (hartree): -251.649185
Energy above the lowest of the compared OMol25 structures with the same formula, charge and spin (kJ/mol): 560.1
E_HOMO (eV): -7.29
Molecular weight (g mol⁻¹): 85.15

XYZ file:
```
17
C5H11N (ωB97M-V/def2-TZVPD)
C -0.5718 -0.6340 1.9432
C -0.8761 -0.4885 0.4551
C 0.8915 -1.0569 -0.1208
C 0.8226 -0.8759 -1.5787
N 0.0525 0.1349 -0.8988
C 0.5949 1.4730 -0.8084
H -0.1602 -1.6206 2.1626
H 0.1572 0.1194 2.2661
H -1.4959 -0.4561 2.5128
H -1.4269 -1.3312 0.0447
H -1.5362 0.4015 0.3878
H 1.7604 -0.5340 0.3107
H 0.2553 -1.5611 -2.2108
H 1.6839 -0.4337 -2.0793
H 0.1774 1.9730 0.0744
H 0.3031 2.0442 -1.6957
H 1.6912 1.4714 -0.7210
```

For each atom in turn, the natural (NBO) charge in e is:
1 C -0.627
2 C -0.179
3 C -0.307
4 C -0.290
5 N -0.337
6 C -0.415
7 H 0.223
8 H 0.204
9 H 0.202
10 H 0.223
11 H 0.159
12 H 0.153
13 H 0.193
14 H 0.206
15 H 0.202
16 H 0.205
17 H 0.186

- Which value of molecular weight does entry 1 give?
  763.54 g mol⁻¹

- Number 4 is which compound?
  C5H11N

- Which value of E does entry 4 give?
  -251.649185 hartree

- What is the formula in the fourth record?
  C5H11N